Here is a structure of composition C22H19N4O5S3TeV at a distorted geometry from OMol25. Energies are from the ωB97M-V functional and the def2-TZVPD basis.

Geometry (Å):
V -0.2220 0.6005 0.4295
N 0.4073 3.4667 7.2759
C 0.6372 2.6844 6.1610
C 0.6659 3.2442 4.8804
C 0.8186 2.4410 3.7626
C 0.9740 1.0772 3.9340
C 0.9320 0.5077 5.1953
C 0.7657 1.3006 6.3080
S 0.9762 -0.1035 2.6030
O 1.5113 0.5036 1.3671
O 1.7672 -1.2374 3.0114
N -0.5664 -0.4377 2.5887
C -0.9762 -1.3885 1.7348
N -1.7199 -2.3937 2.1535
C -2.0433 -3.3237 1.2569
C -1.6398 -3.2618 -0.0684
C -0.8963 -2.1549 -0.4485
N -0.5701 -1.2159 0.4438
H 0.6260 4.4464 7.1988
H 0.6310 3.0412 8.1598
H 0.5404 4.3137 4.7745
H 0.8115 2.8621 2.7640
H 1.0325 -0.5634 5.2583
H 0.7137 0.8610 7.2938
H -2.6274 -4.1442 1.6540
H -1.8990 -4.0358 -0.7735
H -0.5690 -1.9752 -1.4711
O -2.2457 1.3181 0.2658
S -1.4737 2.3074 -0.5050
O -0.3287 2.7425 0.3140
O -2.2284 3.3763 -1.1005
S -0.6410 1.0699 -1.8476
Te 2.2030 -0.2345 -1.5705
C 4.3775 -0.2183 -1.9779
C 5.2599 0.1238 -0.9574
C 6.6202 0.2278 -1.1911
C 7.1272 -0.0144 -2.4569
C 6.2641 -0.3724 -3.4787
C 4.9036 -0.4744 -3.2390
C 2.3359 1.8914 -1.6250
C 2.6080 2.6388 -0.4955
C 2.5975 4.0229 -0.5705
C 2.3165 4.6571 -1.7674
C 2.0476 3.9042 -2.8989
C 2.0596 2.5240 -2.8281
H 4.8654 0.3078 0.0335
H 7.2901 0.5028 -0.3869
H 8.1887 0.0764 -2.6451
H 6.6521 -0.5605 -4.4711
H 4.2292 -0.7467 -4.0379
H 2.8111 2.1428 0.4439
H 2.7987 4.6109 0.3149
H 2.2987 5.7377 -1.8199
H 1.8197 4.3930 -3.8365
H 1.8246 1.9213 -3.6960

The gap between HOMO and LUMO (alpha / beta) comes out at 6.29 / 5.69 eV. The spin multiplicity is 2. For the energy above the lowest of the compared OMol25 structures with the same formula, charge and spin, the calculation gives 39.8 kcal/mol. The net charge is -1.

---

Here is the molecule C20H29N3O4 at a distorted geometry from OMol25. Energies are from the ωB97M-V functional and the def2-TZVPD basis.

Geometry (Å):
C -3.7110 -4.1407 0.1588
O -3.1708 -3.0194 0.7727
C -3.6642 -1.7132 0.2155
C -3.2859 -0.6638 1.0688
C -3.9035 0.5085 0.4392
C -3.4501 1.7624 1.4898
N -2.0442 1.8090 1.6792
C -1.2552 2.7898 0.5211
C -1.2255 2.0932 -1.0208
C -2.0642 2.3653 -1.9805
N -1.8942 1.4902 -2.8987
N -0.6890 0.7577 -2.6151
C -0.3471 1.2012 -1.2989
C 0.8228 0.7430 -0.7218
C 1.1724 -0.9022 -1.0070
C 2.3764 -1.2956 -0.4744
O 2.4322 -2.7083 -0.4101
C 1.5545 -3.5324 -1.0148
C 3.2507 -0.3554 -0.0617
O 4.3889 -1.0757 0.7397
C 4.9638 -2.2406 0.3938
C 2.9630 0.9120 0.4708
O 3.9925 1.5909 0.9576
C 3.7203 3.0529 1.2507
C 1.8726 1.5515 -0.1640
C -1.3745 0.6985 1.7768
C -1.8704 -0.5065 0.9834
H -3.2554 -5.0897 0.6651
H -4.7391 -4.2938 0.2116
H -3.3941 -4.0157 -0.7649
H -3.4532 -1.6378 -0.8492
H -4.7375 -1.7671 0.1279
H -3.6451 -0.7587 2.0768
H -4.9918 0.7585 0.5500
H -3.7819 0.8945 -0.4043
H -3.6989 2.6886 1.1002
H -3.6282 1.5768 2.5044
H -0.3655 2.9352 0.7794
H -1.6266 3.6064 0.4117
H -3.0841 2.9097 -1.7936
H -0.3118 0.3293 -3.4368
H 0.4542 -1.1584 -1.5307
H 0.5757 -3.2818 -0.6121
H 1.8573 -4.5369 -1.0950
H 1.4100 -3.2457 -2.1317
H 4.4914 -2.8253 0.8331
H 6.0270 -2.1432 0.6442
H 5.0652 -2.2556 -0.4296
H 4.7972 3.1708 1.8681
H 2.8018 3.2037 1.9907
H 3.6816 3.4360 0.2420
H 1.6645 2.3581 -0.1249
H -0.3719 0.8711 1.7320
H -1.5972 0.3245 2.8373
H -1.3443 -1.4879 1.4830
H -1.5400 -0.2307 0.0657

The gap between HOMO and LUMO comes out at 7.69 eV. For the energy above the lowest of the compared OMol25 structures with the same formula, charge and spin, the calculation gives 557.2 kcal/mol. Its SMILES is COCC1CCN(Cc2cn[nH]c2-c2cc(OC)c(OC)c(OC)c2)CC1.

---

Here is a structure of composition C18H56AsF6N4O10 at a distorted geometry from OMol25. Energies are from the ωB97M-V functional and the def2-TZVPD basis.

Geometry (Å):
As 0.2431 -0.3683 -1.8068
F 0.6848 -1.5736 -0.6016
F 0.4982 -1.6407 -3.0375
F -0.2268 0.7479 -3.1621
F 0.0771 0.8963 -0.5764
F 1.9739 0.1840 -1.9032
F -1.4971 -0.9082 -1.6678
C -7.3094 1.2047 -5.9870
O -6.0958 1.6829 -6.6388
H -7.1787 0.5900 -5.0964
H -7.7427 2.1369 -5.6243
H -7.9302 0.5935 -6.6420
H -5.4218 1.3799 -6.0260
C 0.0234 0.7477 -9.5154
O 1.0376 0.7869 -10.4722
H 0.3706 0.2959 -8.5862
H -0.2714 1.7455 -9.1904
H -0.8139 0.1468 -9.8704
H 1.8953 1.1138 -10.1909
C 6.1084 0.4331 3.9398
O 6.4198 -0.3026 5.1240
H 5.4245 1.2540 4.1554
H 7.0005 0.8717 3.4928
H 5.6279 -0.1816 3.1786
H 5.7802 -1.0142 5.2024
C 1.1511 -7.9532 -5.0481
O 0.7050 -7.1209 -6.1026
H 2.1981 -7.8976 -4.7503
H 0.5282 -7.6665 -4.2008
H 0.9440 -8.9785 -5.3546
H 0.5774 -6.3413 -5.5570
C -6.8144 0.2574 2.1223
O -7.8355 0.6157 2.6490
N -6.8155 -0.5468 1.0965
N -5.6408 0.5971 2.5303
H -5.9129 -0.8546 0.7639
H -7.6930 -0.9907 0.8663
H -4.7464 0.2717 2.1921
H -5.5904 1.1679 3.3620
C 4.7882 6.1230 -4.8116
O 5.3183 6.9465 -5.5488
N 4.4028 6.4076 -3.5844
N 4.6428 4.8402 -5.0983
H 3.9630 5.7066 -3.0052
H 4.7422 7.2493 -3.1412
H 4.1425 4.2907 -4.4142
H 4.9656 4.4155 -5.9559
C -3.4605 6.9902 -0.5561
C -2.1476 7.7559 -0.6206
C -2.3847 9.2935 -0.6004
O -1.2894 7.3714 0.4041
H -3.9921 7.1209 0.3865
H -3.2845 5.9475 -0.8201
H -4.1532 7.3164 -1.3320
H -1.5964 7.4577 -1.5124
H -2.9015 9.4646 0.3439
H -3.0177 9.5833 -1.4391
H -1.4335 9.8252 -0.5742
H -1.1369 6.4297 0.2968
C -4.3445 -5.3625 3.9694
C -5.2625 -5.9071 5.0601
C -6.3767 -4.9435 5.4480
O -5.8770 -7.0228 4.4481
H -4.9204 -4.8483 3.2000
H -3.7824 -6.1525 3.4713
H -3.6111 -4.6058 4.2482
H -4.6666 -6.2006 5.9244
H -5.7969 -4.0400 5.6367
H -6.8282 -5.1548 6.4173
H -7.0492 -4.6120 4.6568
H -6.1429 -6.7628 3.5631
C 0.6177 1.0906 7.3995
C 0.7806 1.5957 8.8074
C 1.8121 2.7788 8.9018
O -0.4403 2.0971 9.2344
H 0.2204 0.0757 7.4167
H 1.5457 0.9321 6.8500
H 0.0382 1.7421 6.7454
H 1.0801 0.7750 9.4591
H 1.5000 3.7446 8.5043
H 2.7048 2.4589 8.3643
H 2.1289 2.9693 9.9272
H -0.9036 2.6424 8.5945
C 8.8286 -6.0644 -0.8802
C 7.5902 -5.1249 -1.1349
C 7.5623 -4.6295 -2.5142
O 6.3186 -5.7572 -0.8935
H 8.8251 -6.6512 0.0384
H 9.6550 -5.3541 -0.8562
H 8.9254 -6.8166 -1.6631
H 7.6431 -4.2495 -0.4876
H 6.5954 -4.1896 -2.7588
H 7.7583 -5.4650 -3.1863
H 8.3121 -3.8416 -2.5853
H 5.6598 -5.0640 -0.8096

The gap between HOMO and LUMO comes out at 10.17 eV. The net charge is -1.

---

Here is a structure of composition C4H7NS2 at a distorted geometry from OMol25. Energies are from the ωB97M-V functional and the def2-TZVPD basis.

Geometry (Å):
C -1.9156 -0.6992 0.4419
C -0.6064 0.1538 0.7820
C -0.5925 1.7083 0.4850
C 0.7107 -0.1404 0.2310
H -1.2804 -0.7881 -1.3964
H -2.8774 -1.6270 -1.2188
H -1.6393 -1.7525 0.6335
H -2.6950 -0.4853 1.1033
H -0.4128 0.0480 1.8757
H -0.4639 2.3720 1.3847
H -1.3688 1.9445 -0.1445
N -2.3251 -0.6566 -0.9284
S 0.9496 1.4056 -0.5060
S 1.6401 -1.4838 0.0448

The gap between HOMO and LUMO comes out at 8.48 eV. For the energy above the lowest of the compared OMol25 structures with the same formula, charge and spin, the calculation gives 43.5 kcal/mol.